[1]
# C4H7NO

An isolated molecule of C4H7NO (ωB97M-V with the def2-TZVPD basis set, the Open Molecules 2025 dataset).

The geometry in ORCA input format:
```
! wB97M-V def2-TZVPD RIJCOSX def2/J DEFGRID3
* xyz 0 1
C 1.676 1.133 0.064
C 0.312 0.695 -0.463
N 0.337 -0.761 -0.449
C -0.606 -1.471 0.007
C -1.985 -1.045 0.418
O -2.737 -1.818 0.963
H 1.878 2.191 -0.125
H 2.442 0.527 -0.427
H 1.744 0.946 1.141
H -0.497 1.144 0.132
H 0.185 1.031 -1.499
H -0.439 -2.548 0.093
H -2.308 -0.023 0.146
*
```

relative energy (zero: lowest compared OMol25 entry of this formula, charge and spin) = 1.898 eV
strongest force on any atom = 0.5 eV Å⁻¹
HOMO-LUMO gap = 9.3 eV
SMILES = CC/N=C\C=O

[2]
# C4H7NO

An isolated molecule of C4H7NO (ωB97M-V with the def2-TZVPD basis set, the Open Molecules 2025 dataset).

The geometry in ORCA input format:
```
! wB97M-V def2-TZVPD RIJCOSX def2/J DEFGRID3
* xyz 0 1
C -2.127 -0.618 -0.325
C -0.860 -0.353 -0.029
N 0.277 -0.699 -0.808
C 1.223 0.374 -0.497
C 0.888 0.726 0.956
O -0.489 0.379 1.074
H -2.363 -1.134 -1.246
H -2.924 -0.297 0.333
H 0.642 -1.598 -0.504
H 2.257 0.067 -0.660
H 1.002 1.220 -1.156
H 0.993 1.789 1.188
H 1.481 0.143 1.674
*
```

relative energy (zero: lowest compared OMol25 entry of this formula, charge and spin) = 1.594 eV
strongest force on any atom = 0.3 eV Å⁻¹
HOMO-LUMO gap = 9.5 eV
SMILES = C=C1NCCO1

[3]
# C4H7NO

An isolated molecule of C4H7NO in a non-equilibrium geometry (ωB97M-V with the def2-TZVPD basis set, the Open Molecules 2025 dataset).

The geometry in ORCA input format:
```
! wB97M-V def2-TZVPD RIJCOSX def2/J DEFGRID3
* xyz 0 1
N -1.904 -0.755 -0.441
C -0.670 -0.975 0.107
O -0.214 -2.097 0.242
C 0.066 0.294 0.445
C 0.881 1.073 -0.576
C 1.556 0.217 0.437
H -2.395 0.092 -0.203
H -2.460 -1.579 -0.608
H -0.512 1.087 0.890
H 0.800 0.822 -1.622
H 0.916 2.140 -0.358
H 2.193 0.643 1.204
H 1.894 -0.737 0.045
*
```

relative energy (zero: lowest compared OMol25 entry of this formula, charge and spin) = 1.198 eV
strongest force on any atom = 1.3 eV Å⁻¹
HOMO-LUMO gap = 10.8 eV
SMILES = NC(=O)C1CC1

[4]
# C4H7NO

An isolated molecule of C4H7NO (ωB97M-V with the def2-TZVPD basis set, the Open Molecules 2025 dataset).

The geometry in ORCA input format:
```
! wB97M-V def2-TZVPD RIJCOSX def2/J DEFGRID3
* xyz 0 1
O 2.029 1.196 0.092
C 0.932 0.527 -0.425
C 0.640 -0.899 -0.004
C -0.912 -0.988 -0.048
C -1.328 0.456 -0.038
N -0.251 1.182 -0.296
H 1.106 -1.656 -0.641
H 1.032 -1.049 1.018
H -1.223 -1.479 -0.983
H -1.358 -1.562 0.771
H -2.321 0.870 -0.133
H 1.934 1.211 1.065
H -0.281 2.192 -0.380
*
```

relative energy (zero: lowest compared OMol25 entry of this formula, charge and spin) = 3.167 eV
strongest force on any atom = 0.5 eV Å⁻¹
HOMO-LUMO gap (spin up / spin down) = 7.2 / 7.6 eV

[5]
# C4H7NO

An isolated molecule of C4H7NO in a non-equilibrium geometry (ωB97M-V with the def2-TZVPD basis set, the Open Molecules 2025 dataset).

The geometry in ORCA input format:
```
! wB97M-V def2-TZVPD RIJCOSX def2/J DEFGRID3
* xyz 0 1
C 1.517 -0.099 -0.032
C 0.150 0.532 0.223
C -0.181 0.770 1.634
N -0.647 0.957 2.680
C -1.049 -0.278 -0.289
O -0.868 -0.450 -1.678
H 2.310 0.531 0.382
H 1.584 -1.091 0.424
H 1.673 -0.197 -1.111
H 0.114 1.517 -0.261
H -1.944 0.287 -0.017
H -1.113 -1.246 0.230
H -1.397 -1.194 -1.988
*
```

relative energy (zero: lowest compared OMol25 entry of this formula, charge and spin) = 1.128 eV
strongest force on any atom = 1.5 eV Å⁻¹
HOMO-LUMO gap = 11.6 eV
SMILES = C[C@H](C#N)CO

[6]
# C4H7NO

An isolated molecule of C4H7NO in a non-equilibrium geometry (ωB97M-V with the def2-TZVPD basis set, the Open Molecules 2025 dataset).

The geometry in ORCA input format:
```
! wB97M-V def2-TZVPD RIJCOSX def2/J DEFGRID3
* xyz 0 1
C 1.593 0.323 -0.250
C 0.391 0.333 0.691
C -0.782 -0.450 0.100
O -1.810 -0.532 1.059
C -1.275 0.178 -1.154
N -1.682 0.647 -2.134
H 2.451 0.839 0.188
H 1.902 -0.706 -0.470
H 1.355 0.812 -1.200
H 0.074 1.357 0.918
H 0.637 -0.147 1.645
H -0.406 -1.448 -0.181
H -2.427 -1.226 0.795
*
```

relative energy (zero: lowest compared OMol25 entry of this formula, charge and spin) = 1.106 eV
strongest force on any atom = 1.5 eV Å⁻¹
HOMO-LUMO gap = 12.1 eV
SMILES = CC[C@@H](O)C#N

[7]
# C4H7NO

An isolated molecule of C4H7NO in a non-equilibrium geometry (ωB97M-V with the def2-TZVPD basis set, the Open Molecules 2025 dataset).

The geometry in ORCA input format:
```
! wB97M-V def2-TZVPD RIJCOSX def2/J DEFGRID3
* xyz 0 1
C -1.355 -0.585 0.500
C -0.368 0.124 -0.830
C 0.614 1.251 -0.361
C 1.305 0.127 0.426
O 2.135 0.035 1.296
N 0.581 -0.812 -0.214
H -2.201 -0.984 -0.014
H -1.034 -1.388 1.257
H -1.517 0.292 1.102
H -0.327 0.021 -1.959
H 1.308 1.622 -1.139
H 0.256 2.108 0.206
H 0.603 -1.810 -0.272
*
```

relative energy (zero: lowest compared OMol25 entry of this formula, charge and spin) = 4.253 eV
strongest force on any atom = 4.3 eV Å⁻¹
HOMO-LUMO gap = 9.3 eV
SMILES = C[C@H]1CC(=O)N1

[8]
# C4H7NO

An isolated molecule of C4H7NO in a non-equilibrium geometry (ωB97M-V with the def2-TZVPD basis set, the Open Molecules 2025 dataset).

The geometry in ORCA input format:
```
! wB97M-V def2-TZVPD RIJCOSX def2/J DEFGRID3
* xyz 0 1
C -2.694 -0.516 0.228
C -1.427 -0.493 -0.002
C -0.240 -0.346 -0.493
C 0.659 0.845 -0.121
N 2.037 0.214 0.270
O 2.303 -0.927 -0.216
H -3.349 -0.171 -0.523
H -3.262 -1.135 0.967
H 0.242 -1.145 -1.118
H 0.184 1.478 0.657
H 0.713 1.207 -1.209
H 2.034 0.097 1.341
H 2.799 0.891 0.219
*
```

relative energy (zero: lowest compared OMol25 entry of this formula, charge and spin) = 5.912 eV
strongest force on any atom = 4.8 eV Å⁻¹
HOMO-LUMO gap = 9.4 eV
SMILES = C=C=CC[NH2+][O-]

[9]
# C4H7NO

An isolated molecule of C4H7NO (ωB97M-V with the def2-TZVPD basis set, the Open Molecules 2025 dataset).

The geometry in ORCA input format:
```
! wB97M-V def2-TZVPD RIJCOSX def2/J DEFGRID3
* xyz 0 1
C -1.545 -0.371 0.350
C -0.307 -0.138 -0.500
C 0.539 1.101 -0.125
C 1.655 0.112 0.212
O 2.788 0.228 0.605
N 0.864 -0.952 -0.161
H -2.042 -1.316 0.104
H -1.296 -0.380 1.419
H -2.253 0.445 0.176
H -0.532 -0.188 -1.572
H 0.845 1.723 -0.968
H 0.177 1.728 0.695
H 1.007 -1.946 -0.311
*
```

relative energy (zero: lowest compared OMol25 entry of this formula, charge and spin) = 0.745 eV
strongest force on any atom = 0.6 eV Å⁻¹
HOMO-LUMO gap = 10.7 eV
SMILES = C[C@H]1CC(=O)N1

[10]
# C4H7NO

A structure of composition C4H7NO (ωB97M-V with the def2-TZVPD basis set, the Open Molecules 2025 dataset).

The geometry in ORCA input format:
```
! wB97M-V def2-TZVPD RIJCOSX def2/J DEFGRID3
* xyz 0 1
C -1.712 -0.152 -0.092
N -0.338 -0.036 0.342
C 0.448 1.128 0.424
C 1.558 0.223 0.837
O 2.688 0.295 1.216
C 0.553 -0.970 0.600
H -1.732 -0.571 -1.100
H -2.244 -0.815 0.591
H -2.161 0.840 -0.106
H 1.126 0.378 -1.814
H 0.075 1.980 0.990
H 0.541 -1.985 0.207
H 1.199 -0.315 -2.096
*
```

relative energy (zero: lowest compared OMol25 entry of this formula, charge and spin) = 5.343 eV
strongest force on any atom = 0.6 eV Å⁻¹
HOMO-LUMO gap (spin up / spin down) = 7.3 / 7.3 eV

[11]
# C4H7NO

A cluster of 3 separate species, C4H7NO in total in a non-equilibrium geometry (ωB97M-V with the def2-TZVPD basis set, the Open Molecules 2025 dataset).

The geometry in ORCA input format:
```
! wB97M-V def2-TZVPD RIJCOSX def2/J DEFGRID3
* xyz 0 1
C -0.701 -1.535 -0.429
C -1.683 -0.659 -0.640
C -1.405 0.733 -0.872
N -1.167 1.853 -1.055
H -0.924 -2.581 -0.250
H 0.343 -1.236 -0.413
H -2.729 -0.950 -0.644
H 0.782 -0.053 2.217
H 0.161 -0.005 2.627
C 1.830 1.120 -0.136
O 2.143 0.035 0.296
H 2.174 1.467 -1.128
H 1.177 1.811 0.426
*
```

relative energy (zero: lowest compared OMol25 entry of this formula, charge and spin) = 3.388 eV
strongest force on any atom = 1.1 eV Å⁻¹
HOMO-LUMO gap = 10.7 eV
SMILES = C=CC#N.[H][H].C=O

[12]
# C4H7NO

A cluster of 3 separate species, C4H7NO in total (ωB97M-V with the def2-TZVPD basis set, the Open Molecules 2025 dataset).

The geometry in ORCA input format:
```
! wB97M-V def2-TZVPD RIJCOSX def2/J DEFGRID3
* xyz 0 1
C 1.888 -0.342 0.263
C 0.680 0.199 0.707
N 0.067 1.302 0.528
C -1.303 0.966 0.117
C -1.179 -0.533 -0.039
O -0.258 -0.970 0.753
H 2.622 0.348 -0.140
H 0.818 -0.596 -1.144
H 2.243 -1.276 0.685
H -2.052 1.246 0.878
H -1.583 1.459 -0.819
H -0.020 -0.560 -1.397
H -1.921 -1.244 -0.392
*
```

relative energy (zero: lowest compared OMol25 entry of this formula, charge and spin) = 5.828 eV
strongest force on any atom = 0.4 eV Å⁻¹
HOMO-LUMO gap (spin up / spin down) = 7.8 / 7.8 eV

[13]
# C4H7NO

An isolated molecule of C4H7NO in a non-equilibrium geometry (ωB97M-V with the def2-TZVPD basis set, the Open Molecules 2025 dataset).

The geometry in ORCA input format:
```
! wB97M-V def2-TZVPD RIJCOSX def2/J DEFGRID3
* xyz 0 3
C 0.387 0.289 0.850
C -0.687 -0.253 0.072
C 1.844 0.507 0.950
C -1.053 -0.041 -1.358
N -0.816 0.783 1.061
O -1.209 -1.420 0.592
H 2.146 0.653 -0.115
H 2.375 -0.261 1.578
H 2.200 1.539 1.506
H -2.152 0.195 -1.306
H -0.783 -0.975 -1.909
H -0.708 0.917 -1.768
H -1.545 -1.932 -0.152
*
```

relative energy (zero: lowest compared OMol25 entry of this formula, charge and spin) = 1.248 eV
strongest force on any atom = 5.1 eV Å⁻¹
<S²> = 2.007
HOMO-LUMO gap (spin up / spin down) = 6.0 / 7.7 eV

[14]
# C4H7NO2

An isolated molecule of C4H7NO2 (ωB97M-V with the def2-TZVPD basis set, the Open Molecules 2025 dataset).

The geometry in ORCA input format:
```
! wB97M-V def2-TZVPD RIJCOSX def2/J DEFGRID3
* xyz 0 1
C 2.357 -0.390 -0.551
N 1.531 0.708 -0.107
C 0.307 0.648 0.036
C -0.814 1.462 0.131
O -1.957 0.718 0.646
C -1.606 -0.852 0.264
O -0.320 -0.933 0.401
H 2.799 -0.148 -1.524
H 3.181 -0.529 0.157
H 1.800 -1.331 -0.633
H -1.109 2.121 -0.673
H -1.928 0.780 1.614
H -2.030 -0.843 -0.750
H -2.210 -1.411 0.988
*
```

relative energy (zero: lowest compared OMol25 entry of this formula, charge and spin) = 5.213 eV
strongest force on any atom = 0.6 eV Å⁻¹
HOMO-LUMO gap = 8.2 eV

[15]
# C4H7NO2

A cluster of 2 separate species, C4H7NO2 in total (ωB97M-V with the def2-TZVPD basis set, the Open Molecules 2025 dataset).

The geometry in ORCA input format:
```
! wB97M-V def2-TZVPD RIJCOSX def2/J DEFGRID3
* xyz 0 1
C 1.935 0.760 -1.350
C -1.760 -1.199 0.897
C -0.273 0.972 0.896
C -0.600 -0.501 0.245
O 0.691 1.558 0.359
N 0.045 -0.993 -0.692
O -1.021 1.278 1.810
H 0.841 -0.322 -1.014
H 2.120 -0.049 -2.056
H 2.650 0.876 -0.553
H 1.503 1.661 -1.754
H -1.934 -2.165 0.431
H -1.553 -1.311 1.961
H -2.643 -0.565 0.819
*
```

relative energy (zero: lowest compared OMol25 entry of this formula, charge and spin) = 4.697 eV
strongest force on any atom = 0.4 eV Å⁻¹
HOMO-LUMO gap (spin up / spin down) = 7.0 / 7.0 eV

[16]
# C4H7NO2

An isolated molecule of C4H7NO2 in a non-equilibrium geometry (ωB97M-V with the def2-TZVPD basis set, the Open Molecules 2025 dataset).

The geometry in ORCA input format:
```
! wB97M-V def2-TZVPD RIJCOSX def2/J DEFGRID3
* xyz 0 1
C 1.992 -0.032 0.134
C 0.590 0.508 0.238
C -0.280 0.581 -0.942
N -1.846 -0.102 -0.308
O -2.271 0.773 0.735
C -0.545 -0.540 -0.033
O -0.237 -1.861 -0.375
H 2.103 -0.715 -0.710
H 2.695 0.796 0.006
H 2.260 -0.570 1.047
H 0.443 1.210 1.053
H -0.658 1.546 -1.253
H -3.228 0.804 0.582
H -1.019 -2.398 -0.174
*
```

relative energy (zero: lowest compared OMol25 entry of this formula, charge and spin) = 7.227 eV
strongest force on any atom = 3.3 eV Å⁻¹
HOMO-LUMO gap (spin up / spin down) = 8.9 / 8.9 eV
SMILES = C[C@H]1[C@@H]2N(O)[C@@]21O

[17]
# C4H7NO2

An isolated molecule of C4H7NO2 in a non-equilibrium geometry (ωB97M-V with the def2-TZVPD basis set, the Open Molecules 2025 dataset).

The geometry in ORCA input format:
```
! wB97M-V def2-TZVPD RIJCOSX def2/J DEFGRID3
* xyz 0 1
C 0.402 0.963 1.095
C 0.277 -0.135 0.086
C -1.284 -0.907 -0.341
C -1.379 0.257 -1.190
O -2.111 1.129 -0.765
N 1.238 -0.818 -0.407
O 2.476 -0.498 0.139
H 0.930 0.574 1.974
H 0.980 1.821 0.735
H -0.598 1.300 1.360
H -2.248 -0.936 0.216
H -0.921 -1.901 -0.471
H -0.833 0.285 -2.140
H 3.068 -1.134 -0.292
*
```

relative energy (zero: lowest compared OMol25 entry of this formula, charge and spin) = 4.499 eV
strongest force on any atom = 2.4 eV Å⁻¹
HOMO-LUMO gap = 10.3 eV
SMILES = C/C(CC=O)=N\O

[18]
# C4H7NO2

An isolated molecule of C4H7NO2 (ωB97M-V with the def2-TZVPD basis set, the Open Molecules 2025 dataset).

The geometry in ORCA input format:
```
! wB97M-V def2-TZVPD RIJCOSX def2/J DEFGRID3
* xyz 0 1
O -1.334 -0.527 1.301
C -1.040 0.049 0.012
C -0.339 1.346 0.099
O 1.009 1.338 0.041
C 1.747 0.285 0.049
N 1.192 -0.976 -0.033
C -0.127 -0.984 -0.661
H -1.384 0.226 1.906
H -1.976 0.163 -0.556
H -0.736 2.294 -0.232
H 1.162 -1.451 0.864
H 2.813 0.466 0.090
H -0.026 -0.773 -1.730
H -0.544 -1.987 -0.543
*
```

relative energy (zero: lowest compared OMol25 entry of this formula, charge and spin) = 3.942 eV
strongest force on any atom = 0.3 eV Å⁻¹
HOMO-LUMO gap (spin up / spin down) = 7.5 / 8.0 eV

[19]
# C4H7NO2

An isolated molecule of C4H7NO2 (ωB97M-V with the def2-TZVPD basis set, the Open Molecules 2025 dataset).

The geometry in ORCA input format:
```
! wB97M-V def2-TZVPD RIJCOSX def2/J DEFGRID3
* xyz 0 1
C -1.074 -1.103 0.769
C -0.354 -0.154 -0.183
C -1.026 1.217 -0.218
O -2.133 1.432 0.202
C 1.111 0.072 0.202
N 1.948 0.343 -0.843
O 1.484 0.088 1.359
H -0.855 -0.819 1.801
H -2.154 -1.044 0.616
H -0.748 -2.137 0.622
H -0.398 -0.532 -1.218
H -0.420 2.029 -0.676
H 1.692 0.140 -1.794
H 2.928 0.468 -0.638
*
```

relative energy (zero: lowest compared OMol25 entry of this formula, charge and spin) = 0.482 eV
strongest force on any atom = 0.5 eV Å⁻¹
HOMO-LUMO gap = 10.7 eV
SMILES = C[C@@H](C=O)C(N)=O